Record 1
ORCA calculation (ωB97M-V/def2-TZVPD) on a 2-piece molecular cluster, H2N3O2S overall.

The calculation puts the LUMO energy at 3.90 eV. The value obtained for the highest occupied orbital energy is -4.306 eV. The orbital gap is 0.301 hartree. As for the charge: -1.

Last column: Löwdin charge in e.
Cartesian coordinates (Å):
N -1.64836 -0.37272 0.03694  -0.8083
N 0.91623 -0.05125 -0.07045  -0.0149
N 1.64556 0.77613 0.52462  -0.2814
O 2.82784 0.86729 0.15288  -0.2034
O -1.97236 -1.38982 0.64529  -0.2263
S -2.74043 0.69780 -0.42627  0.4001
H -0.30720 0.00279 0.07010  0.0311
H 1.27872 -0.53022 -0.93313  0.1031

Record 2
ORCA calculation (ωB97M-V/def2-TZVPD) on one molecule with the formula C5H8O.

The calculation puts the LUMO energy at 0.72 eV. The value obtained for the highest occupied orbital energy is -8.279 eV. The orbital gap is 0.331 hartree. As for the charge: 0.

Last column: Löwdin charge in e.
Cartesian coordinates (Å):
O 1.42360 0.89629 1.43273  -0.0056
C 1.02897 0.11746 0.34363  -0.3612
C 0.66759 0.80178 -0.92987  -0.0486
C -0.44256 0.34203 -0.01788  -0.2481
C -1.45270 -0.74535 -0.44692  -0.2831
C -0.76068 -1.70089 0.42577  0.1100
H 2.38015 1.01386 1.37492  0.1029
H 0.83506 1.87304 -0.99046  0.1147
H 0.80024 0.24796 -1.85586  0.1143
H -0.86788 1.10580 0.62535  0.1468
H -2.46059 -0.39805 -0.19023  0.1062
H -1.38674 -0.95099 -1.51912  0.0951
H -1.12884 -1.50129 1.45352  0.0279
H 1.46176 -0.87519 0.29181  0.1285

Record 3
ORCA calculation (ωB97M-V/def2-TZVPD) on a 5-piece molecular cluster, C11H15F3N2O13 overall.

The calculation puts the LUMO energy at -0.01 eV. The value obtained for the highest occupied orbital energy is -10.706 eV. Its SMILES is O=C1OC[C@@H](F)O1.O=C1OC[C@@H](F)O1.O=C1OC[C@@H](F)O1.C[N+](=O)[O-].C[N+](=O)[O-]. The orbital gap is 0.393 hartree. As for the charge: 0.

Last column: Löwdin charge in e.
Cartesian coordinates (Å):
O -3.30229 -9.01390 -3.12888  0.0823
C -2.62226 -8.44824 -2.20274  -0.5151
O -2.94873 -8.32050 -0.92891  0.0956
C -2.01085 -7.49622 -0.24615  -0.0306
C -1.20032 -6.97912 -1.42718  -0.3462
F 0.01960 -7.52147 -1.44888  0.0812
O -1.71747 -7.57445 -2.52165  0.1741
H -2.64539 -6.68971 0.12128  0.1375
H -1.43351 -7.87225 0.59847  0.1461
H -1.09283 -5.89528 -1.38436  0.1751
O 1.33807 3.09280 5.75555  0.1309
C 1.98435 2.42805 4.93485  -0.5246
O 2.27981 1.14750 4.88284  0.0901
C 3.33183 0.95338 3.93608  -0.0585
C 2.99361 1.98186 2.91336  -0.3288
F 2.02645 1.63838 2.08511  0.1118
O 2.64426 2.97643 3.88032  0.1119
H 4.34129 0.91625 4.34562  0.1490
H 3.10426 -0.04954 3.57487  0.1435
H 3.80095 2.24591 2.23030  0.1747
O 1.16204 2.69543 -5.11546  0.1482
C 2.22882 3.27659 -5.01341  -0.4947
O 2.70197 4.33082 -5.75517  0.0685
C 4.03120 4.67422 -5.37391  -0.0514
C 4.32005 3.65063 -4.28616  -0.3242
F 4.92870 4.25795 -3.24050  0.0776
O 3.11517 2.97661 -4.03277  0.1311
H 4.71768 4.56211 -6.21314  0.1365
H 4.15540 5.70305 -5.03597  0.1403
H 4.93085 2.81755 -4.63401  0.1681
C -1.87171 0.27933 -1.53423  0.0511
N -1.27010 -1.09395 -1.60152  -0.4551
O -0.72775 -1.49567 -0.58437  0.0421
O -1.15274 -1.61365 -2.69145  0.0639
H -2.21460 0.53397 -0.53138  0.0960
H -2.62568 0.29417 -2.32125  0.0981
H -1.00809 0.89541 -1.78464  0.1038
C -4.28792 2.92098 5.00025  0.0418
N -5.66139 3.38314 4.61650  -0.4593
O -6.40796 2.53224 4.11807  0.0403
O -5.93507 4.51917 4.87250  0.0836
H -4.33148 2.12027 5.73855  0.0980
H -3.63570 3.67341 5.44361  0.0970
H -4.05250 2.58634 3.98996  0.0986

Listing calculated total energy for the structures above in their given order: -714.0480 -270.3660 -1815.1361 a.u..